Here is a molecular structure, C41H46N9O2P2Pt at a distorted geometry from the Open Molecules 2025 dataset. Energies are from ωB97M-V/def2-TZVPD.

The geometry in XYZ format:
```
101
Properties=species:S:1:pos:R:3:forces:R:3:mulliken_charge:R:1
Pt 0.105 0.445 -0.137 0.0 0.4 2.0 1.299
P -0.848 -1.197 -3.419 -0.6 -1.5 -0.9 0.596
P -2.817 -1.519 -1.329 -1.6 0.1 -0.8 1.491
O -1.532 -1.692 -0.621 0.5 -0.2 0.4 -0.779
O -0.514 0.056 -2.711 0.5 1.1 0.9 -0.593
N -1.708 -0.372 3.137 0.2 0.3 0.1 0.434
N -1.759 1.290 0.032 0.6 -0.3 0.0 0.077
N 4.463 -0.307 -0.666 -0.2 0.2 0.0 0.015
N 2.220 0.036 0.065 -1.1 -0.3 -0.4 0.345
N 3.094 0.870 -1.957 0.1 -0.3 0.2 0.420
N -2.340 6.037 -0.027 -0.2 0.3 0.0 -0.599
N -0.494 1.115 4.276 -0.1 -0.4 -0.4 -0.028
N 0.334 0.231 2.205 0.2 0.4 -2.1 -0.075
N 1.134 3.116 0.264 0.1 0.3 0.0 -0.622
C -4.042 -2.753 -0.799 0.3 0.4 -0.2 0.387
C 0.457 -5.016 -2.691 0.0 -0.1 0.0 -0.990
C -3.571 -3.999 -0.405 0.1 0.0 0.0 -0.382
C 5.308 0.148 -1.757 0.3 0.2 -0.1 -0.588
C 2.023 1.730 -2.373 -0.4 0.2 0.2 -0.047
C 1.987 -3.479 -1.665 0.0 0.0 0.0 -0.212
C -0.082 0.394 -7.074 0.0 0.0 -0.1 -0.832
C -3.604 2.263 0.335 0.1 -0.1 0.1 0.359
C -1.594 0.812 5.170 -0.1 -0.2 0.3 -0.655
C -0.591 -1.039 -5.212 0.0 0.0 0.5 0.696
C -1.341 3.699 0.122 -0.4 -0.6 0.0 0.096
C 2.540 -0.284 1.448 -0.2 0.2 0.5 -0.796
C -0.304 -3.957 -3.151 0.0 0.1 0.0 -0.558
C -5.400 -2.468 -0.745 0.0 0.0 0.0 -0.494
C 4.841 -1.548 -0.036 0.0 -0.2 0.2 -1.202
C -0.477 -1.949 -7.428 0.0 -0.1 -0.1 -0.766
C -1.878 4.988 0.059 -0.2 0.4 0.0 -0.314
C -0.547 0.358 3.144 -0.7 0.1 0.5 0.304
C -6.286 -3.424 -0.281 -0.1 0.0 0.0 -0.690
C -3.579 0.110 -1.083 0.0 -0.5 -0.3 -0.227
C -0.281 0.218 -5.715 0.0 0.1 0.1 -0.464
C -2.134 2.560 0.134 0.5 0.0 0.1 0.719
C 3.189 0.182 -0.797 0.1 0.1 -0.2 0.077
C 1.227 -2.419 -2.123 0.0 0.2 -0.1 -0.386
C 1.711 0.633 2.359 0.5 -0.1 0.0 -1.553
C -3.130 0.792 0.169 0.0 -0.5 0.0 -0.762
C -4.931 2.042 -1.727 -0.2 0.5 0.3 -0.975
C -4.559 2.782 -0.682 -0.1 -0.1 -0.3 -0.698
C -1.762 -1.668 2.503 0.2 -0.1 -0.3 -0.975
C -4.415 0.708 -1.940 0.4 -0.6 0.1 -0.112
C -2.441 -0.190 4.379 -0.3 0.1 0.1 -0.648
C 0.245 2.327 4.521 0.3 0.2 0.0 -1.037
C -4.460 -4.954 0.054 0.0 -0.1 0.0 -0.745
C 4.382 1.028 -2.598 0.2 0.0 -0.2 -0.621
C -2.612 -1.677 -3.161 0.5 0.2 0.6 -1.363
C -0.676 -2.127 -6.072 -0.1 0.0 0.0 -0.375
C 0.082 -2.654 -2.867 -0.1 0.4 -0.2 0.974
C 1.606 -4.780 -1.953 0.0 0.0 0.0 -0.933
C -0.188 -0.690 -7.931 0.0 0.0 0.0 -0.512
C 0.031 3.454 0.165 0.8 0.0 0.2 0.327
C -5.815 -4.665 0.120 0.0 0.0 0.0 -0.559
H -5.626 2.422 -2.460 -0.1 0.2 0.0 0.446
H -0.202 1.048 -5.027 0.0 0.1 0.0 0.388
H 0.946 2.178 5.348 0.0 0.1 -0.1 0.310
H -2.802 -1.953 2.347 0.0 0.0 -0.1 0.509
H -2.509 -4.196 -0.452 0.1 -0.1 0.1 0.394
H 6.164 0.699 -1.356 0.0 -0.1 -0.2 0.335
H -4.098 -5.924 0.359 0.0 -0.1 0.0 0.437
H 3.989 -2.027 0.435 0.0 0.0 0.0 0.448
H -1.256 -1.608 1.543 -0.2 -0.2 0.0 -0.007
H 1.107 1.467 -1.822 0.4 0.3 -0.5 -0.426
H -3.445 0.195 4.166 0.1 -0.1 0.1 0.315
H -3.264 -0.994 -3.704 0.0 0.0 0.0 0.652
H 0.787 2.641 3.635 0.0 0.0 0.0 0.329
H 1.881 1.665 2.031 0.0 -0.1 0.1 0.220
H -2.153 1.723 5.408 0.1 -0.1 0.0 0.377
H 2.043 0.517 3.397 0.0 0.0 0.0 0.736
H -0.542 -2.796 -8.095 0.0 -0.1 0.0 0.431
H -0.448 3.125 4.801 0.0 -0.1 -0.1 0.372
H -6.506 -5.409 0.485 -0.1 -0.1 0.0 0.403
H 2.269 -1.321 1.677 0.1 0.0 0.1 0.071
H -1.207 0.390 6.105 -0.2 0.1 -0.1 0.372
H -3.246 0.134 1.036 -0.1 0.1 0.1 -0.146
H -0.888 -3.112 -5.685 0.0 -0.1 0.0 0.283
H -7.342 -3.202 -0.233 -0.1 0.0 0.0 0.435
H -2.818 -2.698 -3.475 0.1 0.0 0.0 0.640
H 5.612 -1.374 0.717 0.0 -0.1 0.0 0.258
H -1.281 -2.436 3.117 0.0 0.0 0.1 0.385
H 3.600 -0.113 1.656 -0.1 -0.1 0.0 0.616
H -2.549 -1.144 4.906 0.1 0.1 -0.1 0.284
H 2.256 2.782 -2.182 0.0 -0.1 0.0 0.330
H 4.323 0.714 -3.645 0.1 0.0 0.1 0.381
H -5.754 -1.495 -1.052 -0.1 0.1 0.0 0.375
H -0.039 -0.557 -8.992 0.0 0.0 -0.1 0.398
H -1.199 -4.158 -3.722 -0.1 -0.1 0.0 0.334
H -4.746 0.195 -2.832 0.0 0.0 -0.1 0.511
H 5.685 -0.708 -2.328 0.0 0.0 0.1 0.328
H 2.876 -3.299 -1.081 0.1 0.0 0.0 0.341
H 1.493 -1.394 -1.899 0.1 -0.1 0.0 0.418
H 1.849 1.584 -3.440 -0.1 -0.1 0.0 0.336
H -4.930 3.784 -0.538 -0.1 0.1 -0.1 0.508
H 2.199 -5.609 -1.599 0.0 -0.1 0.0 0.424
H 0.158 1.371 -7.468 0.0 0.0 0.0 0.428
H 0.151 -6.029 -2.906 0.0 -0.1 0.0 0.449
H -3.937 2.521 1.344 0.1 -0.1 0.0 0.449
H 4.693 2.078 -2.576 -0.1 0.0 0.0 0.282
H 5.245 -2.236 -0.785 0.0 0.0 0.0 0.393
```
Forces are in eV/Å.

Calculated values
DFT total energy = -82588.6552 eV
M = 953.9 Da
Total charge = +1
HOMO level (spin up / spin down) = -9.908 / -9.908 eV
Frontier orbital gap (spin up / spin down) = 6.7 / 6.7 eV